i) # C2H4F2O

C2H4F2O as an isolated structure (ωB97M-V with the def2-TZVPD basis set, OMol25).

Last column: Löwdin charge in e.
Cartesian coordinates (Å):
C -0.23 0.31 0.47  -0.309
C 0.12 -0.08 -0.90  -0.262
H 1.27 -0.33 1.72  0.197
H -1.15 -0.63 0.79  0.210
H -1.14 1.42 0.63  0.206
H 1.04 0.21 -1.29  0.135
O 1.01 0.47 1.06  -0.092
F -0.92 0.12 -1.90  -0.033
F -0.01 -1.48 -0.59  -0.051

E_LUMO ... 0.6 eV
Highest occupied orbital energy ... -10.51 eV
Total charge ... 0

=====

ii) # C2H4F2O

C2H4F2O as an isolated structure (ωB97M-V with the def2-TZVPD basis set, OMol25).

Last column: Löwdin charge in e.
Cartesian coordinates (Å):
C 0.46 -0.42 0.95  -0.075
C -0.71 0.07 -0.54  -0.327
O 0.10 0.38 -1.56  0.049
F 1.48 0.43 0.75  -0.046
F -1.39 1.19 -0.21  0.003
H 0.74 -1.56 0.76  0.131
H 0.00 -0.34 1.84  0.041
H -1.55 -0.60 -0.63  0.134
H 0.89 0.85 -1.36  0.090

E_LUMO ... 1.0 eV
Highest occupied orbital energy ... -9.98 eV
Total charge ... 0

=====

The relative energies come out as i) 0.0548; ii) 0.0000, with values in hartree.

=====

i) # C2H7N3

An isolated molecule of C2H7N3 (ωB97M-V with the def2-TZVPD basis set, OMol25).

Last column: Löwdin charge in e.
Cartesian coordinates (Å):
C 1.58 -0.49 -0.26  -0.103
C -1.48 0.27 -0.20  -0.265
H 2.28 0.30 -0.67  0.087
H 1.24 -1.28 -1.00  0.097
H 2.21 -0.83 0.47  0.027
H 0.16 0.04 1.38  0.128
H -0.47 1.96 0.00  0.116
H -2.14 0.91 -0.59  0.081
H -2.37 -1.27 0.23  0.022
N 0.71 0.39 0.55  -0.164
N -0.31 0.98 -0.09  -0.102
N -1.41 -0.98 0.17  0.077

E_LUMO ... 1.0 eV
Highest occupied orbital energy ... -8.93 eV
Total charge ... 0
SMILES ... [H]/N=C/NNC

=====

ii) # C2H7N3

An isolated molecule of C2H7N3 (ωB97M-V with the def2-TZVPD basis set, OMol25).

Last column: Löwdin charge in e.
Cartesian coordinates (Å):
C 0.79 -0.14 0.58  -0.259
C -0.51 0.26 -0.01  -0.584
H 1.69 -0.83 -1.08  0.009
H 1.21 -2.05 0.01  0.088
H 0.68 -0.46 1.71  0.146
H 1.17 0.96 0.69  0.125
H -2.11 1.34 0.23  0.129
H -0.62 2.09 0.93  0.123
H -1.67 -0.04 -1.45  0.021
N 1.62 -1.11 -0.17  0.007
N -1.14 1.23 0.66  0.084
N -0.77 -0.37 -1.14  0.110

E_LUMO ... 0.8 eV
Highest occupied orbital energy ... -9.10 eV
Total charge ... 0
SMILES ... [H]/N=C(\N)CN

=====

The relative energies come out as i) 0.0569; ii) 0.0000, with values in hartree.

=====

i) # C2H7N3

C2H7N3 as an isolated structure (ωB97M-V with the def2-TZVPD basis set, OMol25).

Last column: Löwdin charge in e.
Cartesian coordinates (Å):
N -0.23 1.33 0.36  -0.053
C 0.94 -1.06 0.05  -0.227
N 0.94 -0.09 1.01  -0.017
H -0.36 1.87 1.21  0.124
H 0.47 1.62 -0.32  0.125
H 1.85 -1.10 -0.54  0.075
H 0.54 -2.04 0.33  0.079
C -1.13 0.13 -1.24  -0.120
N -1.38 0.78 -0.14  -0.131
H 0.30 -0.34 1.76  0.068
H -2.00 -0.46 -1.54  0.020
H 0.05 -0.64 -0.93  0.058

E_LUMO (spin up / spin down) ... 0.6 / 0.6 eV
Highest occupied orbital energy (spin up / spin down) ... -7.55 / -7.55 eV
Total charge ... 0

=====

ii) # C2H7N3

An isolated molecule of C2H7N3 (ωB97M-V with the def2-TZVPD basis set, OMol25).

Last column: Löwdin charge in e.
Cartesian coordinates (Å):
C -0.66 -0.73 0.20  -0.276
C 0.52 0.16 0.01  -0.549
H -1.81 0.60 -0.99  0.096
H -2.18 0.43 0.58  0.043
H -0.62 -1.09 1.36  0.164
H -0.36 -1.72 -0.42  0.128
H 2.50 -0.07 -0.55  0.130
H 1.60 -1.56 -0.32  0.067
H 1.21 1.88 -0.05  0.038
N -1.95 -0.13 -0.22  -0.027
N 1.71 -0.59 -0.03  0.076
N 0.31 1.42 0.12  0.109

E_LUMO ... 0.9 eV
Highest occupied orbital energy ... -9.45 eV
Total charge ... 0
SMILES ... [H]/N=C(\N)CN

=====

iii) # C2H7N3

An isolated molecule of C2H7N3 (ωB97M-V with the def2-TZVPD basis set, OMol25).

Last column: Löwdin charge in e.
Cartesian coordinates (Å):
C -1.31 -1.03 -0.05  -0.095
C -0.19 1.00 0.28  -0.285
H -0.94 -1.51 0.93  0.102
H -2.25 -0.59 0.10  0.058
H -1.11 -1.72 -0.83  0.067
H 1.30 -1.45 -1.12  0.072
H 0.93 -1.16 0.70  0.156
H -1.17 1.43 0.02  0.109
H 1.47 1.01 0.40  0.016
N -0.22 -0.20 -0.62  -0.273
N 0.97 -0.86 -0.39  -0.039
N 0.78 1.66 0.78  0.111

E_LUMO ... 0.9 eV
Highest occupied orbital energy ... -9.79 eV
Total charge ... 0
SMILES ... [H]/N=C\N(C)N

=====

The relative energies come out as i) 0.1796; ii) 0.0000; iii) 0.0897, with values in hartree.

=====

i) # H3NO3Si

A 2-piece molecular cluster, H3NO3Si overall (ωB97M-V with the def2-TZVPD basis set, OMol25).

Last column: Löwdin charge in e.
Cartesian coordinates (Å):
N 1.42 0.30 -0.04  -0.128
O 2.34 1.01 -0.30  0.042
O 1.69 -1.07 -0.02  0.032
O -1.11 -1.25 -0.01  -0.436
Si -1.55 0.21 0.02  0.647
H 0.91 -1.47 0.23  0.004
H -2.49 0.89 -0.79  -0.102
H -1.22 1.40 0.90  -0.059

E_LUMO ... -0.6 eV
Highest occupied orbital energy ... -10.57 eV
Total charge ... 0
SMILES ... O=[SiH2].O=NO

=====

ii) # H3NO3Si

An isolated molecule of H3NO3Si (ωB97M-V with the def2-TZVPD basis set, OMol25).

Last column: Löwdin charge in e.
Cartesian coordinates (Å):
N -1.47 -0.08 0.05  -0.499
O -1.26 -1.22 0.34  0.066
O -2.51 0.47 -0.12  0.135
O -0.37 0.68 -0.09  -0.286
Si 1.24 0.18 0.01  0.654
H 1.27 -1.08 -1.01  -0.028
H 1.82 1.47 -0.66  -0.023
H 1.28 -0.42 1.48  -0.019

E_LUMO ... 0.2 eV
Highest occupied orbital energy ... -11.49 eV
Total charge ... 0
SMILES ... O=[N+]([O-])O[SiH3]

=====

The relative energies come out as i) 0.0000; ii) 0.0254, with values in hartree.

=====

i) # H3NO3Si

A 2-piece molecular cluster, H3NO3Si overall (ωB97M-V with the def2-TZVPD basis set, OMol25).

Last column: Löwdin charge in e.
Cartesian coordinates (Å):
N -2.00 0.09 0.10  -0.136
O -2.90 0.89 0.08  0.045
O -2.35 -1.26 -0.02  0.040
O 0.16 -1.29 -0.10  -0.443
Si 0.70 0.10 0.00  0.638
H -1.52 -1.62 0.15  -0.015
H 0.67 1.14 -1.12  -0.042
H 1.10 0.62 1.22  -0.087

E_LUMO ... -0.6 eV
Highest occupied orbital energy ... -10.47 eV
Total charge ... 0
SMILES ... O=[SiH2].O=NO

=====

ii) # H3NO3Si

A 2-piece molecular cluster, H3NO3Si overall (ωB97M-V with the def2-TZVPD basis set, OMol25).

Last column: Löwdin charge in e.
Cartesian coordinates (Å):
N -3.34 -0.16 -0.08  -0.229
O -4.22 0.58 -0.21  0.207
O -2.92 -1.18 -0.34  0.173
O -1.47 1.14 0.52  -0.356
Si -0.21 0.38 0.01  0.417
H -0.56 0.26 -1.58  -0.045
H 0.99 1.02 0.26  -0.089
H -0.45 -1.01 0.31  -0.078

E_LUMO (spin up / spin down) ... -1.4 / -2.7 eV
Highest occupied orbital energy (spin up / spin down) ... -10.02 / -9.78 eV
Total charge ... 0

=====

The relative energies come out as i) 0.0000; ii) 0.1078, with values in hartree.

=====

i) # C2H4FP

A 2-piece molecular cluster, C2H4FP overall (ωB97M-V with the def2-TZVPD basis set, OMol25).

Last column: Löwdin charge in e.
Cartesian coordinates (Å):
C -0.36 0.14 0.04  -0.485
C 1.07 0.31 -0.05  -0.151
F -0.63 -1.87 -0.04  -0.423
P -1.85 0.77 0.15  0.888
H 1.43 0.04 -1.04  0.096
H 1.57 -0.31 0.69  0.095
H 1.30 1.36 0.15  0.092
H -2.54 -0.44 0.11  -0.112

E_LUMO ... -0.6 eV
Highest occupied orbital energy ... -10.35 eV
Total charge ... 0

=====

ii) # C2H4FP

A 2-piece molecular cluster, C2H4FP overall (ωB97M-V with the def2-TZVPD basis set, OMol25).

Last column: Löwdin charge in e.
Cartesian coordinates (Å):
C 0.33 0.78 0.90  -0.694
C 0.58 -0.07 -0.21  -0.207
F -2.10 1.46 0.62  -0.210
P 0.68 1.76 2.13  0.853
H -0.34 -0.52 -0.76  0.117
H 1.04 -0.96 0.32  0.101
H 1.34 0.26 -0.95  0.087
H -1.16 1.64 0.93  -0.046

E_LUMO ... -0.3 eV
Highest occupied orbital energy ... -10.05 eV
Total charge ... 0
SMILES ... CC#P.F

=====

iii) # C2H4FP

An isolated molecule of C2H4FP (ωB97M-V with the def2-TZVPD basis set, OMol25).

Last column: Löwdin charge in e.
Cartesian coordinates (Å):
C 0.12 0.60 -0.37  -0.474
C -0.25 -0.49 0.37  -0.092
F -0.55 -0.86 -2.94  -0.511
P -1.18 0.46 -2.14  0.857
H -0.16 1.59 -0.07  0.029
H 1.19 0.66 -0.70  0.079
H 0.51 -1.24 0.20  0.055
H -1.24 -0.66 0.83  0.056

E_LUMO (spin up / spin down) ... -0.5 / -0.9 eV
Highest occupied orbital energy (spin up / spin down) ... -8.19 / -7.42 eV
Total charge ... 0

=====

The relative energies come out as i) 0.0510; ii) 0.0000; iii) 0.0266, with values in hartree.